60
Properties=species:S:1:pos:R:3:forces:R:3 method="wB97M-V/def2-TZVPD" lumo_ha="-0.1182 / -0.1580" s2=0.756 spin_multiplicity=2 orbital_gap_ha="0.284 / 0.244" energy_ev=-57519.3430 charge=+1
Tc -0.424877 -0.563680 -0.417985 0.1 0.8 0.1
C 1.902822 -2.969679 0.654608 0.0 0.0 0.0
C 0.571890 -2.546773 0.083788 0.0 -0.1 0.1
C 0.456217 -2.318703 -1.333123 0.0 0.1 -0.1
C 1.704088 -2.338008 -2.180640 0.0 0.0 0.0
C -0.844073 -2.279250 -1.945353 -0.1 0.0 0.0
C -0.959542 -2.224092 -3.447110 0.0 -0.1 0.1
C -1.964442 -2.142292 -1.118723 0.0 -0.1 -0.1
C -3.367360 -2.099663 -1.668391 0.0 0.0 0.0
C -1.799920 -2.047327 0.317965 -0.1 0.0 0.1
C -3.004265 -1.822920 1.193907 0.0 0.0 0.0
C -0.551606 -2.395552 0.915729 0.0 -0.2 0.0
C -0.449302 -2.515344 2.411668 0.0 0.0 -0.1
H 2.506600 -2.126497 0.986046 0.0 0.0 0.0
H 2.475988 -3.522409 -0.085093 0.0 0.0 0.0
H 1.754271 -3.629952 1.505179 0.0 0.0 0.0
H 1.895703 -3.340777 -2.570365 0.0 0.0 0.0
H 2.572425 -2.024654 -1.606114 0.0 0.0 0.0
H 1.620890 -1.665691 -3.030358 0.0 0.0 0.0
H -0.974388 -3.232958 -3.866305 0.0 0.0 0.0
H -0.117028 -1.702424 -3.892218 0.0 0.0 0.0
H -1.857304 -1.706805 -3.770387 0.0 0.0 0.0
H -3.875764 -1.161999 -1.445623 0.0 0.0 0.0
H -3.951429 -2.895544 -1.203211 0.0 0.0 0.0
H -3.397695 -2.257412 -2.739962 0.0 0.0 0.0
H -3.420623 -2.781858 1.513778 0.0 0.0 0.0
H -3.787397 -1.277277 0.675916 0.0 0.0 0.0
H -2.744896 -1.260043 2.086474 0.0 0.0 0.0
H -0.943779 -3.431344 2.743830 0.0 0.0 0.0
H -0.928239 -1.674561 2.906400 0.0 0.0 0.0
H 0.581455 -2.537746 2.750251 0.0 0.0 0.0
C -0.011755 0.898071 1.021097 0.1 -0.2 -0.2
H 0.714119 1.632392 0.656526 0.1 0.0 0.1
H -0.953254 1.462214 1.111761 -0.1 -0.1 0.0
F 5.287782 -0.684087 4.312320 0.0 0.0 0.0
C 4.095048 -0.386461 3.810203 0.0 0.0 0.0
C 2.977455 -0.328075 4.630794 0.1 0.0 0.1
F 3.098503 -0.569576 5.929564 0.0 0.0 0.0
C 1.745435 -0.020760 4.098690 -0.1 0.0 0.0
F 0.681462 0.020143 4.901035 0.0 0.0 0.0
C 1.558255 0.243709 2.736475 0.0 0.0 -0.1
O 0.299737 0.514773 2.370080 -0.1 0.1 0.2
C 2.695487 0.169347 1.935844 -0.1 0.0 0.0
F 2.646840 0.350689 0.593593 0.0 0.0 0.0
C 3.941441 -0.137572 2.465282 0.0 0.0 -0.1
F 4.988663 -0.207704 1.644303 0.0 0.0 0.0
S 1.349259 2.375342 -3.534384 0.0 0.0 0.0
C 1.178348 1.344639 -2.185138 0.0 0.1 -0.1
N -0.030546 0.926887 -1.934834 0.0 -0.2 0.0
C -0.941308 1.443030 -2.854932 0.0 0.1 -0.1
C -2.316384 1.215808 -2.868966 0.0 -0.1 0.1
C -3.071354 1.806666 -3.857209 0.0 0.0 0.0
C -2.475589 2.621088 -4.831286 0.0 0.0 0.0
C -1.117875 2.859916 -4.825970 0.0 0.0 0.0
C -0.356759 2.261777 -3.823829 0.1 0.0 0.1
H 2.029929 1.065700 -1.579616 0.0 0.0 0.0
H -2.767369 0.592586 -2.106343 0.0 0.0 0.0
H -4.140899 1.647822 -3.882461 0.0 0.0 0.0
H -3.091026 3.074920 -5.596258 0.0 0.0 0.0
H -0.657314 3.493287 -5.572256 0.0 0.0 0.0